This record from the Open Molecules 2025 dataset describes 2 unconnected molecules or ions with the total composition C5H8N2O3P at a distorted geometry. The level of theory is ωB97M-V with the def2-TZVPD basis set.

Molar mass = 175.10 g mol⁻¹
Charge = -1
E_HOMO = -6.08 eV
Orbital gap = 9.765 eV
Strongest force on any atom = 3.565 eV/Å
Energy above the lowest of the compared OMol25 structures with the same formula, charge and spin = 0.000 eV
LUMO = 3.69 eV
Electronic energy = -23727.2097 eV

Last column: Mulliken charge in e.
Positions of all 19 atoms, in Å:
1 C -5.873 0.892 -0.368  0.3053
2 C -4.134 -0.430 0.838  -0.0017
3 C -5.016 -0.201 -0.310  0.1731
4 C 2.419 1.162 -0.240  -1.1296
5 C 1.565 -0.141 -0.156  -0.2168
6 N -6.741 1.600 -0.515  -0.4613
7 N -5.128 -1.203 0.803  -0.5810
8 O -2.048 -0.802 -0.843  -0.6773
9 O -0.837 -0.257 1.367  -0.7245
10 O 0.355 -0.111 -0.805  -0.2997
11 P -1.105 -0.002 -0.047  0.6115
12 H -1.398 1.393 -0.121  -0.0538
13 H -3.189 -0.095 1.190  0.2739
14 H -4.629 -0.578 -1.328  0.2293
15 H 2.426 1.704 0.642  0.3228
16 H 3.460 0.841 -0.342  0.3060
17 H 2.073 1.799 -1.004  0.3241
18 H 1.477 -0.302 0.913  0.2491
19 H 2.178 -1.036 -0.360  0.3506